1.
ORCA calculation (ωB97M-V/def2-TZVPD) on an isolated molecule of C5H8O.

Structure (XYZ):
```
14
Properties=species:S:1:pos:R:3:forces:R:3:lowdin_charge:R:1
C 2.33938 0.47026 -0.49326 0.111 0.162 -0.053 -0.09
C 1.48348 -0.63948 -0.06902 -0.657 -0.085 -0.103 -0.09
C 0.34287 -1.04229 -0.09942 0.596 0.328 -0.092 -0.06
C -0.97636 -0.54123 -0.52787 -0.107 0.119 -0.110 -0.18
C -1.87642 -0.09580 0.62466 -0.304 -0.143 -0.224 -0.28
O -1.17674 0.61746 1.61594 0.174 -0.083 0.102 -0.07
H 1.58667 1.13793 -0.96078 0.548 0.027 0.080 0.09
H 2.81002 1.01339 0.32702 0.081 -0.143 -0.081 0.07
H 3.07610 0.19936 -1.25134 0.027 -0.007 0.192 0.07
H -0.66294 0.36610 -1.08488 -0.423 -0.276 0.016 0.12
H -1.50108 -1.20149 -1.22303 -0.033 0.011 0.185 0.11
H -2.61536 0.59870 0.21544 -0.035 -0.143 0.115 0.12
H -2.41102 -0.95762 1.04799 0.101 0.080 0.008 0.12
H -0.41860 0.07472 1.87856 -0.078 0.153 -0.035 0.08
```
Positions in Å, forces in eV/Å.

## Properties
Largest force on an atom, eV/Å: 0.7
Orbital gap, eV: 10.349
Lowest unoccupied orbital energy, eV: 0.889
DFT total energy, Eh: -270.440950
SMILES: CC#CCCO

=====

2.
ORCA calculation (ωB97M-V/def2-TZVPD) on an isolated molecule of C5H9NO3 at a distorted geometry.

Structure (XYZ):
```
18
Properties=species:S:1:pos:R:3:forces:R:3:lowdin_charge:R:1
C 0.94607 -0.85670 -0.60724 0.586 0.237 0.089 -0.03
C -0.05412 0.16698 1.55692 1.872 -1.229 1.586 -0.15
C -0.03979 1.68353 1.40390 -0.359 0.189 -0.169 -0.10
C 0.18088 0.32753 -1.16577 0.829 -1.149 -2.582 -0.49
C 1.14990 -0.68728 0.87024 -2.995 1.421 0.368 -0.37
N -1.40368 -1.30736 -1.93380 -0.135 -0.287 0.537 0.06
O -1.09136 0.05391 -1.62310 -0.510 0.545 -0.247 -0.06
O 0.67012 1.37093 -1.50332 -0.468 -0.282 1.023 0.13
O 2.02630 -1.17992 1.50360 0.627 -0.173 0.282 0.12
H -1.19519 -1.45155 -2.91675 0.250 0.380 -0.159 0.10
H -2.41967 -1.33615 -1.89022 0.115 0.174 0.263 0.10
H 1.93281 -0.90463 -1.07591 -0.199 0.007 -0.150 0.14
H 0.39988 -1.78753 -0.78828 0.117 0.186 0.153 0.12
H 0.12075 -0.07366 2.62293 -0.015 0.201 -0.331 0.11
H -1.04169 -0.24483 1.38253 -0.087 -0.255 -0.670 0.11
H 0.97428 2.07606 1.34263 -0.067 0.052 -0.176 0.09
H -0.64191 2.00920 0.55082 0.405 0.065 0.024 0.07
H -0.51361 2.14149 2.27079 0.035 -0.081 0.162 0.07
```
Positions in Å, forces in eV/Å.

## Properties
Largest force on an atom, eV/Å: 3.3
Orbital gap, eV: 10.327
Lowest unoccupied orbital energy, eV: 0.626
DFT total energy, Eh: -476.320713
SMILES: CCC(=O)CC(=O)ON

=====

3.
ORCA calculation (ωB97M-V/def2-TZVPD) on a cluster of 2 separate species, C17H19NO in total at a distorted geometry.

Structure (XYZ):
```
38
Properties=species:S:1:pos:R:3:forces:R:3:lowdin_charge:R:1
C -0.15249 1.17667 -2.74574 -0.268 1.039 0.321 -0.21
C 0.35814 1.75631 -4.08225 -0.246 -0.714 0.115 -0.09
C 1.02346 1.10623 -1.79239 -0.614 -1.323 -0.375 -0.26
C 1.55247 2.18127 -1.10938 -0.208 0.094 -0.358 -0.04
C 1.72863 -0.11015 -1.77633 0.847 0.759 0.501 -0.07
C 2.78993 2.10370 -0.48688 -0.080 -0.155 0.434 -0.02
C 3.02494 -0.12482 -1.28946 -0.346 -0.498 0.642 -0.03
C 3.52286 0.93468 -0.53274 0.152 -0.132 -1.318 -0.33
O 4.76599 0.75101 -0.01093 0.466 0.327 0.402 0.05
H -1.03193 1.70032 -2.35360 0.316 0.403 0.070 0.11
H -0.54711 0.19446 -2.93650 0.125 -0.684 -0.102 0.09
H 1.23880 1.14979 -4.29587 0.100 0.227 -0.438 0.07
H 0.97363 3.09664 -1.08459 0.172 0.138 0.009 0.12
H 1.31905 -1.08593 -2.00634 -0.283 0.283 -0.858 0.12
H 3.17784 2.94659 0.04345 0.153 0.479 0.324 0.11
H 3.60370 -1.02757 -1.41520 0.179 -0.091 0.321 0.12
H 5.14397 1.56170 0.36509 -0.414 -0.228 -0.192 0.11
H 0.64458 2.80416 -4.07437 0.018 0.076 0.334 0.07
H -0.37082 1.61478 -4.88123 -0.012 0.000 -0.012 0.07
C -3.82485 -1.56425 0.25360 -0.541 0.808 -0.571 -0.06
C -1.73587 -1.15263 1.68785 0.523 -0.180 0.490 -0.14
C -3.14055 -1.39742 1.56090 -0.126 -0.094 -0.438 -0.24
C -1.45903 -1.02847 3.06556 -0.545 -0.991 0.046 -0.21
C -3.67006 -1.40791 2.81237 0.360 -0.347 -0.243 -0.05
C 0.62395 -1.02741 1.26052 -0.855 0.340 -0.657 -0.08
C 0.85830 -0.86313 2.62676 0.105 -0.508 -0.143 -0.09
C -0.66787 -1.17084 0.78594 -0.429 0.752 0.243 -0.02
C -0.16694 -0.97197 3.55936 1.363 0.829 -0.440 -0.02
N -2.65152 -1.22498 3.72883 0.266 0.338 0.555 0.06
H 1.36866 -0.96406 0.48592 0.531 0.063 0.419 0.07
H 1.87537 -0.68488 2.95418 -0.023 -0.175 0.133 0.10
H -0.90206 -1.08895 -0.26641 0.243 -0.478 -0.241 0.10
H 0.18916 -0.93979 4.58000 -0.773 0.053 0.314 0.10
H -3.80207 -0.61585 -0.27209 0.101 0.568 -0.077 0.07
H -4.89835 -1.74137 0.32926 0.116 -0.516 0.167 0.08
H -4.66370 -1.70334 3.10585 -0.063 0.308 0.155 0.12
H -2.74162 -0.97336 4.69733 -0.337 -0.190 -0.022 0.15
H -3.35661 -2.20922 -0.49047 0.025 -0.582 0.489 0.08
```
Positions in Å, forces in eV/Å.

## Properties
Largest force on an atom, eV/Å: 1.7
Orbital gap, eV: 8.475
Lowest unoccupied orbital energy, eV: 0.813
DFT total energy, Eh: -789.171790
SMILES: Cc1c[nH]c2ccccc12.CCc1ccc(O)cc1

=====

4.
ORCA calculation (ωB97M-V/def2-TZVPD) on a cluster of 2 separate species, C14H18FNO2 in total at a distorted geometry.

Structure (XYZ):
```
36
Properties=species:S:1:pos:R:3:forces:R:3:lowdin_charge:R:1
C -3.76672 -1.66713 0.22213 -0.936 -1.773 -8.372 -0.05
H -4.23575 -2.02300 0.99098 -2.750 -2.077 4.320 0.04
H -3.23047 -2.44001 -0.39360 -1.317 -0.722 0.389 0.14
H -4.44144 -1.20282 -0.57424 0.422 -0.516 1.346 0.12
C -2.67408 -0.91050 0.45874 0.060 5.779 11.461 -0.43
N -1.85430 -0.49097 -0.42780 4.365 2.271 -5.156 -0.04
C -0.58933 -0.87529 -0.41115 -0.499 9.645 -15.640 -0.22
O 0.17266 -0.41553 -1.64874 -3.352 -2.623 6.780 -0.13
C 0.04789 -1.55129 0.47524 6.141 2.420 7.567 -0.18
H -0.04106 -1.14214 1.53002 -0.379 0.209 -0.824 0.20
H -0.39348 -2.38046 0.59355 -2.642 -7.208 0.827 0.11
O 1.37305 -1.68738 0.26302 -0.227 -6.155 -0.190 0.09
C 2.31916 -0.89309 0.08857 -5.561 11.040 4.294 -0.22
C 2.06294 0.70230 0.58765 -2.096 -5.882 -1.261 -0.09
C 2.97081 1.59479 0.23600 -7.935 6.553 5.656 -0.17
C 4.14972 1.27278 -0.03819 11.382 -3.913 -5.891 -0.11
C 4.54125 -0.16951 -0.45144 -6.847 8.378 4.659 0.03
C 3.52159 -1.04751 -0.24433 6.366 -2.013 -2.756 -0.09
H 3.86660 -1.91066 -0.65891 0.022 -3.433 -0.726 0.11
H 5.43942 -0.21573 -0.80004 5.152 -1.342 -2.110 0.03
H 4.90602 2.07894 -0.39884 -1.176 -1.410 1.127 0.13
H 2.60216 2.71535 0.79855 1.393 -2.847 -2.303 0.21
F 0.84468 1.10585 1.15361 1.341 -0.693 -0.767 0.00
C -2.41892 0.51510 -1.32895 3.004 -4.304 -10.482 -0.19
H -1.57163 0.80583 -2.48171 -1.979 -1.685 3.755 0.23
C -2.73364 1.80391 -0.89478 -9.028 -2.492 -0.355 -0.17
C -3.83125 1.31874 0.20778 -2.919 11.192 -4.081 -0.29
C -3.19706 0.72290 1.21253 -1.490 -9.081 6.424 -0.15
H -4.04975 0.26982 2.11968 2.396 1.369 -2.431 0.19
H -2.36503 1.03045 1.80320 0.588 1.002 -0.326 0.10
H -4.12702 2.54587 0.64491 0.047 -3.192 -0.921 0.18
H -4.76934 1.03386 -0.35357 1.199 -0.448 1.169 0.13
H -3.21263 2.45807 -1.64039 0.447 -0.502 0.220 0.14
H -1.97593 2.16539 -0.47772 6.174 3.736 3.634 0.04
H -3.22643 -0.10506 -1.99018 1.382 1.878 1.817 0.17
H -2.09525 -1.06783 1.41437 -0.746 -1.160 -0.854 0.16
```
Positions in Å, forces in eV/Å.

## Properties
Largest force on an atom, eV/Å: 18.4
Orbital gap, eV: 8.005
Lowest unoccupied orbital energy, eV: 0.496
DFT total energy, Eh: -848.751504

=====

5.
ORCA calculation (ωB97M-V/def2-TZVPD) on a cluster of 2 separate species, I3PS in total.

Structure (XYZ):
```
5
Properties=species:S:1:pos:R:3:forces:R:3:lowdin_charge:R:1
P 0.01225 -0.05068 -0.12802 -0.246 -0.422 -0.578 -0.72
S -2.72490 0.09819 -1.02502 0.941 -0.073 0.269 -0.08
I 2.03300 -1.17960 -1.14373 -0.753 0.444 0.338 0.23
I 0.76069 2.21453 0.23504 0.029 -0.077 0.054 0.29
I -0.08103 -1.08244 2.06173 0.029 0.128 -0.084 0.28
```
Positions in Å, forces in eV/Å.

## Properties
Largest force on an atom, eV/Å: 1.0
Orbital gap (spin up / spin down), eV: 6.496 / 6.493
Lowest unoccupied orbital energy (spin up / spin down), eV: -2.733 / -2.685
DFT total energy, Eh: -1632.574058